[1]
Here is a structure of composition C12H7N2O5Pb in a non-equilibrium geometry from the Open Molecules 2025 dataset. Energies are from ωB97M-V/def2-TZVPD.

XYZ file:
```
27
Properties=species:S:1:pos:R:3:forces:R:3:mulliken_charge:R:1
Pb 0.147 -0.248 0.035 -0.094 -0.069 2.258 0.8555
O 3.928 -0.192 0.061 -3.691 -0.015 0.148 -0.1291
O -3.621 -0.114 -0.038 4.095 -0.312 -0.053 -0.1402
O -0.375 -4.128 -1.703 0.163 2.190 2.322 -0.1644
O -0.537 2.817 1.978 0.984 -3.850 -2.064 -0.1628
O -0.103 4.045 -4.260 -0.025 -2.150 1.082 -0.1673
N -0.771 -3.321 3.193 0.502 0.858 0.516 -0.0233
N 0.023 -1.710 1.934 -0.369 -2.335 0.224 -0.1863
C 0.499 -1.486 3.236 -0.030 0.969 -1.110 0.6951
C -0.209 1.877 1.379 -1.268 6.866 3.352 0.2163
C -0.117 3.031 -3.734 0.022 2.150 -1.059 0.1669
C -0.735 -2.804 1.957 1.414 1.179 1.347 -0.2725
C -0.325 -3.317 -0.893 -0.031 -2.147 -2.935 0.1528
C -2.473 -0.219 -0.114 -5.108 0.218 -0.310 0.1340
C 2.778 -0.210 0.064 4.436 -0.052 -0.312 0.1401
C 0.955 -1.408 5.876 -0.285 -0.592 0.678 -0.3839
C 0.185 -2.499 5.389 0.821 0.996 0.880 -0.9783
C -0.022 -2.491 4.034 -0.247 -0.232 -0.329 0.5949
C 1.275 -0.396 3.718 0.033 -0.112 0.365 -0.3223
C 1.507 -0.350 5.105 -0.159 -0.364 -0.739 -0.7893
H 0.429 -0.365 -1.564 0.698 -0.831 -4.190 -0.1895
H -1.213 -3.268 1.127 -0.254 -0.047 -0.174 0.4325
H -0.249 -3.304 5.990 0.401 0.574 0.171 0.3910
H -1.268 -4.123 3.480 -0.534 -0.796 0.266 0.1701
H 2.121 0.477 5.580 -0.969 -1.285 -0.657 0.3529
H 1.140 -1.368 6.947 -0.074 -0.093 -0.149 0.3527
H 1.688 0.388 3.046 -0.431 -0.716 0.472 0.2546
```
Forces are in eV/Å.

Charge: +1
HOMO level: -10.4 eV
Total energy: -1139.65037 Eh
HOMO-LUMO gap: 6.54 eV

[2]
Here is a structure of composition C12H8AlBrClN3O6 in a non-equilibrium geometry from the Open Molecules 2025 dataset. Energies are from ωB97M-V/def2-TZVPD.

XYZ file:
```
32
Properties=species:S:1:pos:R:3:forces:R:3:mulliken_charge:R:1
Br 2.216 0.240 -2.512 0.217 0.040 -0.317 -0.0543
Cl 0.121 -2.018 -0.824 0.024 -1.284 -0.686 -0.3389
Al 0.000 -0.169 0.081 -0.060 0.836 0.686 0.4047
O 0.152 -0.118 1.849 -0.456 -0.176 0.257 -0.3274
O -5.745 2.573 0.094 -0.032 0.002 0.037 -0.6025
O -3.925 3.856 0.034 0.045 0.386 -0.064 -0.5386
O -0.077 1.552 -0.433 0.197 0.339 -0.245 -0.1337
O 1.496 0.016 3.628 0.143 0.014 0.126 -0.6421
O -1.314 3.417 -0.346 0.000 0.224 0.019 -0.7885
N -2.033 -0.019 0.065 0.077 -0.125 -0.020 -0.0243
N 2.046 0.065 0.192 -0.110 -0.145 -0.300 -0.0556
N -4.196 0.220 0.150 0.039 0.179 0.007 -0.0049
C -1.175 2.209 -0.270 -0.272 0.147 -0.012 0.8001
C -3.679 1.488 0.053 0.575 0.312 -0.004 -0.0307
C 4.730 0.007 0.759 -0.242 0.025 -0.038 -0.2886
C -3.182 -0.665 0.151 0.117 -0.087 -0.016 0.2765
C 2.927 0.101 -0.787 0.304 0.005 -0.031 0.2075
C 4.293 0.049 -0.556 -0.142 0.034 -0.075 -0.5328
C -3.358 -2.130 0.189 -0.037 -0.154 0.065 -1.2871
C 2.458 0.024 1.455 0.280 0.030 0.343 0.4862
C 1.304 -0.025 2.441 0.274 -0.039 0.228 0.3557
C -2.320 1.312 -0.009 -0.871 0.175 -0.002 0.4012
C -4.546 2.700 0.056 0.180 -0.376 -0.039 0.4314
C 3.801 0.015 1.792 -0.172 0.008 -0.117 -0.6651
H -3.951 -2.452 -0.666 -0.011 -0.068 -0.015 0.3415
H -2.930 3.807 -0.069 -0.185 -0.276 -0.011 0.4488
H 4.977 0.041 -1.389 0.061 0.045 -0.034 0.4225
H 5.789 -0.026 0.969 0.061 -0.002 0.042 0.4269
H -3.873 -2.428 1.100 -0.035 -0.073 0.066 0.3535
H -5.186 0.017 0.196 0.098 0.073 0.013 0.2431
H -2.386 -2.610 0.148 -0.008 -0.032 0.004 0.2145
H 4.095 0.006 2.828 -0.058 -0.036 0.131 0.5010
```
Forces are in eV/Å.

Charge: 0
HOMO level: -10.2 eV
Total energy: -4354.80321 Eh
HOMO-LUMO gap: 9.73 eV

[3]
Here is a structure of composition C12H8Br2FIPdSe3Te2 from the Open Molecules 2025 dataset. Energies are from ωB97M-V/def2-TZVPD.

XYZ file:
```
30
Properties=species:S:1:pos:R:3:forces:R:3:mulliken_charge:R:1
I 4.171 -0.870 0.189 -0.048 -0.017 0.000 0.1460
Te -2.628 3.514 2.199 0.003 0.071 -0.132 -0.1073
Te 0.307 3.920 -0.406 -0.001 0.051 0.034 -0.0612
Pd -0.762 0.297 0.889 -0.097 -0.077 -0.006 -0.1022
Br -1.235 -1.440 2.683 0.048 0.040 -0.007 -0.6491
Br 6.531 0.155 2.622 0.012 0.013 0.014 -0.2340
Se -0.618 2.174 2.617 0.061 0.001 0.045 -0.3734
Se -0.221 1.592 -1.094 0.008 -0.029 -0.028 -0.3494
Se -1.936 4.917 0.054 -0.020 -0.051 0.090 -0.3802
F -1.158 -4.270 -3.261 0.004 0.002 -0.001 -0.3707
C -0.031 -3.260 -1.435 -0.001 -0.015 -0.021 -0.7705
C -1.065 -3.249 -2.346 -0.003 -0.009 -0.003 0.6412
C 2.979 0.538 4.690 -0.041 0.016 0.026 -0.6056
C -0.876 -1.174 -0.482 0.050 -0.015 0.027 -0.6924
C 3.712 -0.283 2.137 0.018 0.028 0.001 -0.3991
C 4.677 0.130 3.048 0.014 -0.015 0.008 0.3312
C -1.896 -1.214 -1.435 -0.023 0.029 -0.002 0.2102
C 2.377 -0.290 2.520 0.031 0.031 0.020 0.7137
C -2.007 -2.246 -2.366 -0.006 0.000 -0.003 -0.6339
C 4.315 0.542 4.322 0.028 -0.009 -0.014 -0.3927
C 2.010 0.117 3.793 -0.027 -0.022 -0.061 -0.6259
C 0.047 -2.224 -0.510 -0.007 0.005 0.013 0.2659
H 0.691 -4.067 -1.447 0.000 0.001 0.003 0.3959
H 5.081 0.868 5.011 -0.002 0.003 -0.001 0.3591
H -2.805 -2.269 -3.098 -0.003 0.002 0.003 0.3748
H 0.847 -2.256 0.219 0.013 0.011 0.023 0.2502
H -2.625 -0.413 -1.463 -0.001 -0.007 -0.006 0.4219
H 2.696 0.878 5.678 0.002 -0.009 0.005 0.3518
H 1.598 -0.589 1.829 -0.014 -0.021 -0.045 -0.1414
H 0.957 0.104 4.047 0.002 -0.011 0.016 0.4272
```
Forces are in eV/Å.

Charge: -2
HOMO level: -1.2 eV
Total energy: -13876.07726 Eh
HOMO-LUMO gap: 4.91 eV

[4]
Here is a structure of composition C12H8Cl2O2Pd in a non-equilibrium geometry from the Open Molecules 2025 dataset. Energies are from ωB97M-V/def2-TZVPD.

XYZ file:
```
25
Properties=species:S:1:pos:R:3:forces:R:3:mulliken_charge:R:1
Pd -0.683 -0.043 1.323 0.052 0.138 -0.440 0.7738
Cl -1.436 0.004 -3.485 0.105 -0.001 0.041 -0.1927
Cl 3.852 0.019 -4.529 -0.102 0.001 0.082 -0.2293
O 1.414 -0.021 1.288 -0.228 -0.047 0.516 -0.6567
O -0.595 -0.014 -0.718 -0.423 -0.029 -0.027 -0.8022
C 2.140 -0.008 0.290 0.053 0.005 -0.084 -0.0556
C -2.366 1.186 2.403 -0.645 0.098 0.428 -0.1324
C 1.229 0.010 -3.804 0.024 0.001 -0.072 -0.5795
C 0.199 0.003 -2.911 -0.119 0.003 -0.074 0.2456
C 0.411 -0.006 -1.492 -0.129 -0.001 0.014 0.6098
C -1.547 -0.770 3.329 0.190 0.106 0.148 -0.5041
C 1.770 -0.003 -1.084 0.188 -0.009 0.043 0.4765
C -2.452 -1.153 2.358 -0.642 -0.070 0.362 -0.1798
C -1.491 0.694 3.356 0.200 -0.138 0.050 -0.5409
C 2.564 0.011 -3.356 0.004 0.001 -0.125 0.2026
C 2.827 0.005 -2.025 0.062 0.000 0.060 -0.8594
C -2.930 0.051 1.736 0.905 -0.049 -0.500 -0.7195
H -2.597 2.222 2.227 0.030 -0.017 -0.138 0.3801
H -1.039 -1.440 4.004 0.165 0.088 -0.030 0.4032
H 1.018 0.016 -4.865 0.001 -0.001 0.006 0.4308
H 3.851 0.007 -1.672 -0.010 -0.001 0.018 0.3527
H -3.664 0.095 0.947 0.121 -0.010 -0.116 0.4465
H -2.768 -2.160 2.146 0.031 0.022 -0.155 0.3785
H -0.929 1.295 4.053 0.165 -0.092 -0.047 0.4065
H 3.223 0.002 0.481 0.000 0.002 0.038 0.3452
```
Forces are in eV/Å.

Charge: 0
HOMO level (alpha / beta): -7.7 / -7.7 eV
Total energy: -1660.78209 Eh
HOMO-LUMO gap (alpha / beta): 7.14 / 7.14 eV

[5]
Here is a structure of composition C12H8GaI2N3O2 from the Open Molecules 2025 dataset. Energies are from ωB97M-V/def2-TZVPD.

XYZ file:
```
28
Properties=species:S:1:pos:R:3:forces:R:3:mulliken_charge:R:1
I -2.350 0.830 -6.460 0.003 -0.005 0.007 0.0874
I -1.552 -3.766 -2.708 -0.003 0.029 -0.005 0.0718
Ga 0.985 -0.133 -0.119 -0.267 -0.510 0.251 0.5838
O 2.248 0.584 0.722 0.330 0.164 0.015 -0.6865
O -0.024 -1.405 -1.116 0.000 0.015 -0.119 -0.5091
N -0.975 -1.973 1.776 -0.019 -0.086 -0.044 -0.0337
N 0.323 1.104 -1.680 -0.089 0.102 0.115 -0.2147
N 0.166 -1.302 1.577 0.049 0.299 -0.164 -0.1290
C 0.885 -1.448 2.678 -0.057 0.113 0.071 -0.2379
C 0.562 2.382 -1.859 0.040 -0.053 -0.016 -0.2048
C -0.997 -2.556 2.987 0.030 -0.018 -0.019 -0.0839
C -1.738 -1.209 -4.346 -0.030 -0.006 -0.039 -0.4082
C 0.190 -2.238 3.607 -0.002 -0.011 -0.004 -0.7399
C 0.104 3.042 -3.009 -0.010 0.004 -0.045 -0.7711
C -1.564 0.108 -4.668 -0.002 -0.003 0.002 -0.3840
C -0.524 -0.988 -2.258 -0.044 0.035 -0.031 0.2946
C -0.597 2.341 -3.957 0.004 0.016 -0.002 -0.4987
C -0.358 0.391 -2.602 -0.024 -0.010 -0.003 0.5945
C -1.229 -1.762 -3.150 0.027 -0.005 0.035 -0.4728
C -0.857 0.964 -3.783 0.024 -0.030 0.037 0.8528
H 0.312 4.094 -3.138 -0.003 -0.001 0.000 0.3882
H -2.281 -1.858 -5.019 0.003 0.002 0.000 0.3268
H 0.510 -2.534 4.590 -0.002 -0.001 -0.001 0.3681
H 1.841 -0.948 2.725 0.001 -0.005 -0.012 0.4682
H -1.837 -3.147 3.309 -0.004 0.008 0.003 0.4348
H 1.135 2.874 -1.082 -0.006 -0.002 0.007 0.4698
H -0.956 2.837 -4.850 0.003 0.005 0.004 0.2245
H -1.645 -2.038 1.029 0.047 -0.044 -0.043 0.2090
```
Forces are in eV/Å.

Charge: 0
HOMO level: -8.1 eV
Total energy: -3297.02369 Eh
HOMO-LUMO gap: 7.38 eV

[6]
Here is a structure of composition C12H8InO14P in a non-equilibrium geometry from the Open Molecules 2025 dataset. Energies are from ωB97M-V/def2-TZVPD.

XYZ file:
```
36
Properties=species:S:1:pos:R:3:forces:R:3:mulliken_charge:R:1
In 14.227 21.974 20.516 -0.230 -0.016 -0.471 0.8133
P 17.631 20.277 15.335 -0.010 1.024 0.475 0.9764
O 10.728 28.253 12.050 0.164 2.367 1.045 -0.7994
O 10.911 30.475 14.192 -0.291 -0.770 -1.872 -0.7785
O 6.850 15.935 22.342 -0.797 -1.219 -1.954 -0.8338
O 12.461 27.274 17.146 0.115 0.866 -0.322 -0.7069
O 9.329 17.550 18.805 -1.637 -0.942 0.395 -0.7578
O 18.844 19.347 15.312 0.243 -0.243 0.551 -0.4937
O 17.208 20.539 13.881 -0.146 0.402 0.986 -0.4977
O 11.166 21.966 25.122 0.245 0.041 -0.090 -0.6314
O 16.499 19.455 15.998 0.687 0.410 -0.446 -0.4576
O 8.830 23.047 20.120 0.221 0.049 0.235 -0.6358
O 12.008 25.253 15.096 0.207 2.012 0.904 -0.7242
O 4.856 14.785 20.331 0.176 0.149 2.575 -0.8387
O 7.587 16.017 17.049 0.542 1.046 0.455 -0.7408
O 18.025 21.546 16.168 -0.582 -1.641 -1.400 -0.5622
C 11.842 26.480 14.875 0.144 -0.660 0.010 0.3958
C 6.196 15.416 18.771 3.045 2.215 -2.960 -0.3153
C 11.354 26.860 13.580 1.604 -2.556 3.898 -0.2453
C 7.325 16.148 18.266 0.164 -1.482 -1.359 0.3775
C 11.304 29.278 14.344 -0.968 2.542 -0.028 0.4617
C 12.138 27.713 16.032 -0.892 -1.511 -0.931 0.5142
C 8.061 16.695 20.656 2.254 1.054 -3.976 -0.5789
C 11.137 28.135 13.266 -1.300 1.507 -3.166 0.3007
C 8.341 16.900 19.253 0.798 0.279 0.175 0.3805
C 5.955 15.377 20.067 -2.155 -1.419 1.742 0.2476
C 11.809 29.069 15.615 1.498 -4.335 1.352 -0.9389
C 7.011 15.956 21.039 -2.427 0.046 5.055 0.3118
H 8.773 17.071 21.376 -0.108 0.101 0.146 0.3739
H 11.829 29.807 16.403 -0.087 0.389 -0.284 0.3549
H 8.082 22.486 19.917 -0.112 -0.325 -0.145 0.3281
H 5.531 14.930 18.073 0.047 0.059 -0.098 0.3772
H 11.215 25.998 12.945 -0.182 0.365 -0.490 0.3836
H 10.247 21.773 25.307 -0.292 -0.139 -0.111 0.3264
H 8.445 23.902 20.309 -0.027 0.238 -0.066 0.3081
H 11.494 22.365 25.927 0.091 0.095 0.169 0.3052
```
Forces are in eV/Å.

Charge: -4
HOMO level: 2.3 eV
Total energy: -2046.50786 Eh
HOMO-LUMO gap: 1.23 eV